A 2-piece molecular cluster, C3H8OS overall, computed with wB97M-V/def2-TZVPD.

The LUMO energy comes out at 0.828 eV. The net charge is 0. Its spin multiplicity is 1. As for the structure (SMILES): C=O.CSC. The value obtained for the HOMO energy is -8.08 eV. The maximum force comes out at 0.7 eV/A. For the orbital gap, the calculation gives 8.91 eV. The value obtained for the relative energy (zero: lowest compared OMol25 entry of this formula, charge and spin) is 24.1 kcal/mol.

Positions of all 13 atoms, in Å:
S: 0.480 -1.633 0.398
O: -1.980 0.649 -0.274
C: 0.669 -1.091 -1.311
C: -2.466 1.696 0.051
C: 1.496 -0.425 1.293
H: 2.431 -0.899 1.584
H: 0.965 -0.127 2.201
H: -1.880 2.632 0.059
H: -0.207 -0.548 -1.652
H: 0.784 -1.988 -1.924
H: 1.576 -0.522 -1.496
H: -3.525 1.780 0.359
H: 1.657 0.478 0.711

Here are the Mulliken charges for atoms 1 to 4, given in e: -0.082, -0.335, -0.814, -0.112